Here is C4H6 in the gas phase from OMol25. Energies are from wB97M-V/def2-TZVPD.

ORCA input file:
```
! wB97M-V def2-TZVPD RIJCOSX def2/J DEFGRID3
* xyz 0 1
C 2.0369 0.6772 0.1260
C 0.8457 0.1541 0.0399
C -0.2205 -0.5799 -0.1228
C -1.6722 -0.1825 -0.0280
H 2.6409 0.5752 1.0223
H 2.4598 1.1925 -0.7292
H 0.0950 -1.6076 -0.2957
H -2.2027 -0.3048 -0.9827
H -1.7763 0.8676 0.2622
H -2.2066 -0.7919 0.7079
*
```

The value obtained for the LUMO energy is 0.0382 Ha. The SMILES is C=C=CC. The total energy is -4243.3369 eV. The gap between HOMO and LUMO is 10.34 eV. Its energy above the lowest of the compared OMol25 structures with the same formula, charge and spin is 60.2 kJ/mol.

Atomic partial charges in e from the Löwdin method, atoms 1 to 2: -0.010, -0.134